1.
Computed, not measured: a single C4H8O3 molecule, with ωB97M-V with the def2-TZVPD basis set.

**Energy above the lowest of the compared OMol25 structures with the same formula, charge and spin**: 72.22 kcal per mole
**Orbital gap**: 0.4075 Eh
**Structure (SMILES)**: OCC1(CO)CO1
**LUMO level**: 0.8 eV

Atoms and positions in Å:
O 1.94091 -1.23394 -0.54752
C 1.57244 -0.19013 0.32600
C 0.00339 -0.01125 0.24261
C -0.81536 1.33989 0.26085
O -1.92592 1.39907 -0.62112
C -0.72125 -1.27609 0.35402
O -0.49864 -0.67442 -0.91975
H 1.31048 -1.18316 -1.28733
H 1.96905 -0.50324 1.31033
H 2.09014 0.74049 0.05271
H -1.29077 1.51684 1.23142
H -0.10484 2.12879 -0.01030
H -1.65276 1.44657 -1.55030
H -1.72829 -1.30014 0.77091
H -0.14856 -2.19928 0.38747

Atomic partial charges in e from the Mulliken method, atoms 1 to 4:
1 O -0.5448
2 C -0.6047
3 C 1.1208
4 C -0.6582

---

2.
Computed, not measured: 2 unconnected molecules or ions with the total composition C4H8O3, with ωB97M-V with the def2-TZVPD basis set.

**Energy above the lowest of the compared OMol25 structures with the same formula, charge and spin**: 102.36 kcal per mole
**Orbital gap**: 0.3407 Eh
**LUMO level**: -0.1 eV

Atoms and positions in Å:
C -2.41972 -0.46451 0.79442
C -0.77573 -0.66021 -1.53376
O -0.01972 0.32447 -1.04994
C 0.98022 -0.03563 -0.14746
O 0.83324 -0.88721 0.67679
C 2.20844 0.82016 -0.29236
O 3.08530 0.61179 0.77125
H -2.20389 -0.72829 1.83096
H -2.10015 0.56546 0.61158
H -3.48685 -0.55856 0.58647
H -1.59541 -0.08166 -2.01910
H -1.85783 -1.15648 0.15360
H 2.66037 0.57229 -1.26687
H 1.90107 1.87222 -0.33938
H 2.79065 -0.19383 1.22380

Atomic partial charges in e from the Mulliken method, atoms 1 to 4:
1 C -0.9326
2 C -0.4021
3 O -0.1589
4 C 0.7212

---

3.
Computed, not measured: a single C4H8O3 molecule at a distorted geometry, with ωB97M-V with the def2-TZVPD basis set.

**Energy above the lowest of the compared OMol25 structures with the same formula, charge and spin**: 17.63 kcal per mole
**Orbital gap**: 0.4165 Eh
**Structure (SMILES)**: O=C(O)CCCO
**LUMO level**: 0.8 eV

Atoms and positions in Å:
O 1.31469 -2.44537 0.01399
C 0.96893 -1.59388 0.78605
O 0.58236 -1.90684 2.04657
C 0.84569 -0.13394 0.50842
C -0.13977 0.14814 -0.63291
C -0.96875 1.38576 -0.45225
O -1.87206 1.56757 -1.53572
H 0.70699 -2.86676 2.10810
H 0.50951 0.35684 1.41957
H 1.81773 0.32777 0.30383
H -0.74903 -0.73224 -0.86134
H 0.39735 0.19392 -1.59148
H -0.33948 2.25561 -0.26470
H -1.60076 1.41599 0.44240
H -1.47339 2.02743 -2.29052

Atomic partial charges in e from the Mulliken method, atoms 1 to 4:
1 O -0.5531
2 C 0.4013
3 O -0.4605
4 C -0.3758

---

4.
Computed, not measured: a single C4H8O3 molecule, with ωB97M-V with the def2-TZVPD basis set.

**Energy above the lowest of the compared OMol25 structures with the same formula, charge and spin**: 18.47 kcal per mole
**Orbital gap**: 0.4155 Eh
**Structure (SMILES)**: COC(=O)[C@@H](C)O
**LUMO level**: 0.8 eV

Atoms and positions in Å:
C -2.29554 -0.31185 -0.59984
O -1.04529 -0.54426 0.04114
C -0.30288 0.50482 0.39824
O -0.67071 1.65785 0.43233
C 1.12245 0.06000 0.65343
C 1.67460 -0.44628 -0.67845
O 1.87688 1.11403 1.17947
H -2.99068 0.20618 0.06247
H -2.66298 -1.30755 -0.84948
H -2.15077 0.26903 -1.51534
H 1.09733 -0.77775 1.36259
H 1.09201 -1.31392 -0.99927
H 2.72168 -0.72883 -0.55937
H 1.61219 0.33809 -1.44185
H 1.33943 1.91279 1.05823

Atomic partial charges in e from the Mulliken method, atoms 1 to 4:
1 C -0.6505
2 O -0.2897
3 C 0.6091
4 O -0.6115

---

5.
Computed, not measured: a single C4H8O3 molecule, with ωB97M-V with the def2-TZVPD basis set.

**Energy above the lowest of the compared OMol25 structures with the same formula, charge and spin**: 52.07 kcal per mole
**Orbital gap**: 0.4058 Eh
**Structure (SMILES)**: OCC[C@]1(O)CO1
**LUMO level**: 0.8 eV

Atoms and positions in Å:
O -2.44481 1.16952 -0.44013
C -1.05821 0.92616 -0.57966
C -0.77620 -0.39906 0.11046
C 0.69961 -0.75165 0.11499
O 0.89250 -2.07456 -0.23249
C 1.67725 -0.05368 0.95056
O 1.60528 0.16476 -0.46947
H -2.65801 1.96572 -0.93942
H -0.46644 1.73333 -0.11904
H -0.75948 0.85823 -1.63688
H -1.32363 -1.20030 -0.39357
H -1.16786 -0.35440 1.13219
H 1.84190 -2.20636 -0.35576
H 1.37005 0.80268 1.55055
H 2.56804 -0.58040 1.30768

Atomic partial charges in e from the Mulliken method, atoms 1 to 4:
1 O -0.5082
2 C -0.3422
3 C -0.8724
4 C 1.0361

---

6.
Computed, not measured: a molecular structure, C4H8O3 at a distorted geometry, with ωB97M-V with the def2-TZVPD basis set.

**Energy above the lowest of the compared OMol25 structures with the same formula, charge and spin**: 88.03 kcal per mole
**Orbital gap**: 0.4087 Eh
**LUMO level**: 0.6 eV

Atoms and positions in Å:
C -1.15019 1.13766 1.02865
O 0.68195 -0.39292 1.35873
C 1.29065 -0.16507 0.19498
O 2.22807 0.55797 -0.04142
C 0.44609 -0.83822 -0.84908
C -0.93925 -0.07788 -0.58656
O 0.94963 -0.74450 -2.14259
H -0.23977 1.64419 1.42972
H -1.61790 0.66877 1.91452
H -1.79429 1.86276 0.55866
H 0.36786 -1.90501 -0.58283
H -0.29791 -0.42677 0.95828
H -1.77325 -0.76571 -0.83299
H -0.95858 0.73076 -1.30014
H 1.72660 -0.16037 -2.09011

Atomic partial charges in e from the Mulliken method, atoms 1 to 4:
1 C -0.9048
2 O -0.5471
3 C 0.6297
4 O -0.6043

---

7.
Computed, not measured: 2 unconnected molecules or ions with the total composition C4H8O3, with ωB97M-V with the def2-TZVPD basis set.

**Energy above the lowest of the compared OMol25 structures with the same formula, charge and spin**: 91.42 kcal per mole
**Orbital gap**: 0.3509 Eh
**LUMO level**: 0.6 eV

Atoms and positions in Å:
C -2.82429 0.31198 -0.32170
O -1.66289 0.27255 0.50135
C -0.62624 -0.40703 -0.01046
O -0.65337 -0.96073 -1.08503
C 0.56808 -0.30403 0.88887
C 2.53841 0.59617 -0.73545
O 3.45483 -0.10381 -0.10176
H -3.16406 -0.70242 -0.54162
H -3.56968 0.85672 0.25715
H -2.61319 0.82885 -1.26183
H 0.29186 -0.11395 1.92483
H 1.19768 -1.19169 0.79329
H 1.98903 -0.17314 -1.32779
H 1.12799 0.58525 0.54872
H 3.94584 0.50528 0.47143

Atomic partial charges in e from the Mulliken method, atoms 1 to 4:
1 C -0.6070
2 O -0.3169
3 C 0.8697
4 O -0.5714

---

8.
Computed, not measured: a molecular structure, C4H8O3 at a distorted geometry, with ωB97M-V with the def2-TZVPD basis set.

**Energy above the lowest of the compared OMol25 structures with the same formula, charge and spin**: 94.18 kcal per mole
**Orbital gap**: 0.3399 Eh
**LUMO level**: -0.2 eV

Atoms and positions in Å:
C 2.35761 -0.12677 1.17370
O 1.39918 0.54105 0.88031
C 0.53190 -0.39448 -0.54351
O 0.64090 -1.61143 -0.53417
C -0.91657 0.11014 0.08437
C -1.73691 0.93060 -0.87858
O -1.63108 -1.03731 0.48057
H 2.45538 -1.19314 0.87787
H 3.08163 0.39084 1.78667
H 1.56435 0.11130 -1.10643
H -0.77426 0.69630 1.00686
H -1.20473 1.85653 -1.11141
H -2.70672 1.17500 -0.42950
H -1.90159 0.34854 -1.78725
H -1.15909 -1.79716 0.10050

Atomic partial charges in e from the Mulliken method, atoms 1 to 4:
1 C -0.1100
2 O -0.3408
3 C 0.2040
4 O -0.6313